Computed, not measured: 10 unconnected molecules or ions with the total composition H19O10 at a distorted geometry, with ωB97M-V/def2-TZVPD.

## Properties
HOMO, hartree: -0.24001

Geometry as ORCA input:
```
! RIJCOSX wB97M-V def2-TZVPD def2/J DEFGRID3
* xyz -1 1
O 0.226 -0.206 -0.118
H 0.575 0.175 0.524
O 3.016 1.468 2.318
H 2.769 0.824 1.773
H 2.685 1.347 3.247
O -1.678 0.850 1.739
H -1.103 0.474 1.115
H -2.195 0.203 2.178
O 1.020 -1.697 -2.086
H 0.593 -0.971 -1.426
H 1.293 -2.522 -1.682
O -1.877 -1.445 -0.756
H -1.119 -0.915 -0.492
H -2.077 -2.024 -0.021
O -1.127 1.600 -3.155
H -0.783 1.608 -2.252
H -0.387 1.440 -3.812
O -3.513 0.911 -0.622
H -2.605 0.610 -0.379
H -3.941 0.772 0.208
O 0.007 -2.228 1.869
H 0.891 -2.579 1.977
H 0.103 -1.432 1.265
O 0.076 2.368 -1.315
H 1.132 2.721 -1.356
H 0.287 1.543 -0.768
O 2.857 -0.658 0.556
H 2.985 -1.436 1.127
H 1.889 -0.799 0.347
*
```

---

Computed, not measured: 9 unconnected molecules or ions with the total composition H19O9 at a distorted geometry, with ωB97M-V/def2-TZVPD.

## Properties
HOMO, hartree: -0.49092

Geometry as ORCA input:
```
! RIJCOSX wB97M-V def2-TZVPD def2/J DEFGRID3
* xyz 1 1
O 1.641 0.495 -0.999
H -1.522 1.312 -0.271
H -3.748 -2.815 0.700
O -0.739 1.031 -2.109
H 0.830 -1.383 2.036
O -2.556 -0.734 -3.788
H 1.804 1.912 1.471
H -1.904 -0.767 -4.500
O 1.086 1.716 2.092
H -1.978 -0.694 -3.009
H 0.264 1.881 1.595
O 1.577 -0.709 2.413
H -1.067 -1.461 1.194
H 2.293 -0.913 1.783
O -0.211 -1.278 0.762
H 1.413 0.337 2.210
H -0.548 1.620 -2.857
O 3.358 0.673 0.901
H 1.637 -0.041 -0.197
H 3.590 1.273 0.172
O -1.178 1.099 0.622
H -0.468 -0.592 0.123
H 3.944 1.020 1.593
O -3.129 -2.452 0.053
H -1.822 1.506 1.218
H 0.214 0.888 -1.886
H 2.309 -0.033 -1.476
H -3.533 -1.578 -0.090
*
```

---

Computed, not measured: 2 unconnected molecules or ions with the total composition H2, with ωB97M-V/def2-TZVPD.

## Properties
⟨S²⟩: 0.7600
HOMO (spin up / spin down), hartree: -0.07174 / -0.02785

Geometry as ORCA input:
```
! RIJCOSX wB97M-V def2-TZVPD def2/J DEFGRID3
* xyz -1 2
H 0.000 0.000 1.302
H 0.000 0.000 -1.302
*
```

---

Computed, not measured: H2 in the gas phase, with ωB97M-V/def2-TZVPD.

## Properties
HOMO, hartree: -0.52836
SMILES string: [H][H]

Geometry as ORCA input:
```
! RIJCOSX wB97M-V def2-TZVPD def2/J DEFGRID3
* xyz 0 1
H 0.000 0.000 0.380
H 0.000 0.000 -0.380
*
```

---

Let's list energy above the lowest of the compared OMol25 structures with the same formula, charge and spin in order: 341.1 232.2 105.0 0.5 kJ/mol.